[1]
Computed, not measured: an isolated molecule of C11H14N2O4 in a non-equilibrium geometry, with ωB97M-V with the def2-TZVPD basis set.

As for the spin multiplicity: 1. Its charge is 0. The value obtained for the HOMO energy is -8.35 eV. As for the SMILES: NCC(=O)N[C@@H](Cc1ccc(O)cc1)C(=O)O. The calculation puts the LUMO energy at 0.34 eV.

Each line ends with the Löwdin charge.
Atoms and positions in Å:
O (1.3932, 1.7473, 1.1954)  0.0931
O (2.3458, 0.6733, -0.5299)  0.1350
O (-2.2459, 3.6979, -1.1058)  0.0643
O (1.2415, -4.7689, 1.1437)  0.0914
N (-0.5430, 2.1880, -0.9940)  0.1418
N (-0.7712, 2.8941, 2.0066)  0.0212
C (-0.0404, 0.9280, -0.4788)  -0.2397
C (-1.8869, 2.8123, 0.9620)  -0.1428
C (-0.0152, -0.1434, -1.5607)  -0.1228
C (1.3906, 1.0923, 0.0451)  -0.4992
C (-1.5905, 2.8948, -0.4537)  -0.4879
C (0.9665, -3.7609, 0.3148)  -0.3279
C (-0.5052, -1.9140, 0.0376)  -0.0561
C (1.8115, -3.2778, -0.6843)  0.0047
C (0.3283, -1.4568, -0.9518)  -0.2668
C (1.4631, -2.1184, -1.4082)  -0.0017
C (-0.2286, -3.1041, 0.5662)  -0.0263
H (0.6648, 0.1953, -2.3266)  0.1106
H (-0.3958, 3.8806, 2.0296)  0.1310
H (-0.9681, -3.4135, 1.2419)  0.1077
H (-2.6936, 3.5003, 1.1181)  0.1146
H (-0.2153, 2.4805, -1.8688)  0.1388
H (1.9757, -1.6502, -2.2871)  0.1384
H (2.7426, -3.7779, -0.8262)  0.1025
H (-1.0115, -0.1447, -2.1464)  0.1559
H (1.9904, -5.1895, 0.7843)  0.0822
H (-1.4692, -1.4158, 0.2700)  0.1385
H (0.4836, 2.0425, 1.4968)  0.0244
H (-1.1997, 2.7145, 2.9195)  0.1016
H (-0.7135, 0.6117, 0.3367)  0.1336
H (-2.3042, 1.7824, 1.1537)  0.1401


[2]
Computed, not measured: a cluster of 2 separate species, C5H14 in total in a non-equilibrium geometry, with ωB97M-V with the def2-TZVPD basis set.

As for the spin multiplicity: 2. Its charge is +1. The value obtained for the HOMO energy (alpha / beta) is -14.44 / -14.44 eV. The calculation puts the LUMO energy (alpha / beta) at -3.41 / -10.74 eV.

Each line ends with the Löwdin charge.
Atoms and positions in Å:
C (-0.9101, 3.0564, 0.5252)  -0.1753
C (-0.0735, 3.4168, -0.7165)  -0.1662
C (1.0174, -1.6322, -0.8264)  0.0054
C (0.1257, -1.9611, 0.2970)  -0.2181
C (-0.0929, -3.3629, 0.6863)  -0.0347
H (0.5391, -4.0950, 0.1621)  0.1114
H (-1.5640, 3.8875, 0.7861)  0.0641
H (1.1569, -2.5455, -1.4372)  0.1359
H (-0.2628, 2.8617, 1.3831)  0.0578
H (-1.1392, -3.6885, 0.6431)  0.1304
H (-1.5666, 2.2289, 0.2537)  0.0503
H (0.1891, -3.5057, 1.7485)  0.1437
H (-0.7996, 3.6409, -1.5022)  0.0665
H (0.5921, 4.2550, -0.5546)  0.0647
H (-0.8824, -1.4616, 0.2537)  0.1940
H (0.4655, 2.5344, -1.0526)  0.0407
H (0.4823, -1.3697, 1.2358)  0.2549
H (2.0941, -1.5318, -0.5932)  0.1549
H (0.6291, -0.7277, -1.2919)  0.1199


[3]
Computed, not measured: a cluster of 2 separate species, C5H14NO2 in total in a non-equilibrium geometry, with ωB97M-V with the def2-TZVPD basis set.

As for the spin multiplicity: 2. Its charge is 0. The value obtained for the HOMO energy (alpha / beta) is -9.55 / -9.49 eV. The calculation puts the LUMO energy (alpha / beta) at 0.89 / -2.35 eV.

Each line ends with the Löwdin charge.
Atoms and positions in Å:
O (2.4074, 0.1213, 1.5934)  -0.0762
O (2.3616, 0.3190, -0.8594)  0.0107
N (0.0126, 0.8062, -1.4067)  -0.0310
C (-2.2252, 0.1714, -0.8318)  -0.0501
C (-0.8017, -1.1129, 1.8167)  -0.0871
C (-0.3323, -0.9452, 0.3703)  -0.2416
C (-0.8155, 0.4013, -0.2247)  -0.3501
C (1.4173, 1.1566, -1.3552)  -0.3290
H (-0.7301, -2.1317, 2.1959)  0.0732
H (2.2074, 0.1360, 0.6090)  -0.0398
H (-0.0241, 0.0213, -2.0550)  0.1120
H (-2.9897, 0.6761, -0.2403)  0.0723
H (-0.7659, -1.7531, -0.2364)  0.0997
H (-0.0208, -0.6568, 2.4342)  0.0616
H (3.3640, 0.0589, 1.6061)  0.0329
H (0.7142, -1.1385, 0.1628)  0.0815
H (-0.6721, 1.2410, 0.4496)  0.1428
H (-2.2138, 0.5065, -1.8635)  0.0719
H (-2.5206, -0.8707, -0.7377)  0.0690
H (-1.7222, -0.5579, 1.9753)  0.0739
H (1.6715, 2.1722, -0.9944)  0.1563
H (1.6783, 1.3789, -2.4085)  0.1471


[4]
Computed, not measured: a structure of composition C28H24N9O4RhSSe2Te2, with ωB97M-V with the def2-TZVPD basis set.

As for the spin multiplicity: 5. Its charge is 0. The value obtained for the HOMO energy (alpha / beta) is -5.14 / -7.03 eV. The calculation puts the LUMO energy (alpha / beta) at -0.13 / -4.31 eV.

Each line ends with the Löwdin charge.
Atoms and positions in Å:
Te (8.3834, 3.8377, -1.9655)  0.1112
Te (7.4551, 6.2519, -1.8638)  0.0862
Rh (3.2621, 1.2180, -0.6230)  0.6607
Se (6.8960, 2.5615, -0.3634)  -0.2131
Se (4.8056, 2.9874, -1.3787)  0.0270
S (4.4434, -5.9253, -0.5272)  0.4967
O (3.5279, -6.2427, -1.6140)  -0.1570
O (5.7315, -6.5571, -0.8423)  -0.1220
O (3.9700, -6.3891, 0.7596)  -0.1868
O (-9.6662, 1.0607, -0.5214)  -0.0787
N (-3.2938, 0.0061, -0.4718)  0.1875
N (1.6510, 2.4784, -0.8127)  -0.0658
N (2.8365, 0.3732, 3.8423)  0.1040
N (-3.2956, 2.2163, -0.6520)  0.1808
N (5.0028, -0.0391, -0.3039)  -0.0587
N (1.4868, -1.0992, 4.9386)  0.1688
N (1.0345, -0.6446, 2.7254)  0.2139
N (1.6658, -0.1743, -0.4237)  -0.0541
N (3.3399, 1.5332, 1.7131)  0.1208
C (4.9462, -1.4614, -0.3483)  -0.3024
C (0.4298, 0.4575, -0.5293)  -0.1798
C (4.6456, -4.1930, -0.4548)  -0.2947
C (-0.7816, -0.2979, -0.4664)  -0.1099
C (1.6832, 3.8129, -0.8535)  -0.1743
C (0.5287, -2.2952, -0.3247)  -0.0832
C (1.6604, -1.5208, -0.3621)  -0.1607
C (4.8332, -2.0936, -1.5818)  -0.0137
C (-7.5779, -0.1847, -0.4641)  -0.0097
C (0.5508, 4.6025, -0.8546)  -0.0676
C (-0.7356, -1.6655, -0.3600)  -0.0331
C (0.4305, 1.8467, -0.6896)  -0.1568
C (-10.3783, -0.1622, -0.4706)  -0.0821
C (1.7937, -0.4387, 3.8071)  -0.5005
C (-6.2648, 2.2525, -0.5991)  -0.0271
C (-7.6434, 2.2182, -0.5912)  0.0007
C (3.1062, 0.9918, 2.7129)  -0.3275
C (-5.5153, 1.0770, -0.5411)  -0.1574
C (-0.7752, 2.6133, -0.7218)  -0.0948
C (-8.3106, 0.9971, -0.5240)  -0.2829
C (4.7773, -3.5731, 0.7797)  -0.0365
C (-6.1919, -0.1339, -0.4737)  -0.0156
C (-4.0478, 1.0762, -0.5523)  -0.2688
C (4.9398, -2.1983, 0.8266)  -0.0138
C (4.6861, -3.4650, -1.6414)  -0.0338
C (-1.9761, 1.8350, -0.6378)  -0.1303
C (-0.7025, 3.9841, -0.8059)  -0.0260
C (-2.0008, 0.4699, -0.5261)  -0.1721
H (5.0293, -1.6924, 1.7811)  0.1230
H (2.6643, 4.2660, -0.8947)  0.0175
H (-1.6581, -2.2290, -0.3222)  0.1081
H (5.7130, 0.3071, -0.9481)  -0.0029
H (-8.0700, -1.1445, -0.4125)  0.1026
H (-1.6059, 4.5826, -0.8234)  0.1071
H (-8.2278, 3.1272, -0.6370)  0.1208
H (-10.1594, -0.7113, 0.4484)  0.0950
H (2.0691, -0.9456, 5.7413)  0.1124
H (0.2570, -1.2807, 2.7223)  0.1179
H (4.7419, -4.1567, 1.6885)  0.1202
H (5.2794, 0.2771, 0.6224)  0.0560
H (-3.6450, 3.1526, -0.7408)  0.1440
H (-5.6134, -1.0467, -0.4301)  0.1131
H (-10.1477, -0.7920, -1.3333)  0.0955
H (0.6541, 5.6761, -0.8999)  0.0991
H (2.6232, -1.9976, -0.2980)  0.0725
H (-11.4317, 0.1013, -0.4893)  0.0921
H (-5.7792, 3.2198, -0.6502)  0.1043
H (0.7093, -1.7280, 4.9993)  0.1080
H (1.2327, -0.1573, 1.8614)  0.0740
H (0.6261, -3.3704, -0.2714)  0.0963
H (4.5713, -3.9631, -2.5941)  0.1255
H (4.8209, -1.4992, -2.4871)  0.1309


[5]
Computed, not measured: a cluster of 3 separate species, C28H54BrNO13P2S in total in a non-equilibrium geometry, with ωB97M-V with the def2-TZVPD basis set.

As for the spin multiplicity: 1. Its charge is 0. The value obtained for the HOMO energy is -9.09 eV. As for the SMILES: CCOCCC1=C([C@H](Br)CC)C(=O)C(S(C)(=O)=O)=C(CNC)C1=O.CCOP(=O)(OCC)OCC.CCOP(=O)(OCC)OCC. The calculation puts the LUMO energy at -1.83 eV.

Each line ends with the Löwdin charge.
Atoms and positions in Å:
Br (0.4045, 0.9858, 0.3366)  0.7815
S (-4.9052, -1.0888, -3.0419)  0.6428
P (-0.9135, 5.1517, -2.3393)  0.4667
P (3.0508, -0.9235, 5.1158)  0.4435
O (-0.8823, 4.4708, -1.0388)  -0.2226
O (-5.8675, -0.5494, -2.1204)  -0.2941
O (-0.0479, 5.2619, -3.6540)  -0.1849
O (4.5063, -0.5017, 5.5533)  -0.1828
O (2.5862, -1.8053, -0.4359)  -0.1768
O (1.7762, -0.2244, 4.9110)  -0.2126
O (-1.3985, 6.6685, -2.1155)  -0.1905
O (3.3019, -1.9769, 3.9352)  -0.1853
O (-5.4180, -2.1920, -3.8026)  -0.2902
O (2.7731, -1.9639, 6.3304)  -0.2152
O (-2.2509, 4.4971, -3.0085)  -0.2012
O (-0.8942, -3.9546, -1.7558)  0.1333
O (-3.8065, 0.2251, -0.5467)  0.0951
N (-3.7444, -4.6114, -3.1822)  -0.0687
C (1.4728, -2.5117, -0.9225)  -0.2101
C (-0.5925, 7.5579, -1.3320)  -0.2639
C (-3.4323, -1.5231, -2.1081)  -0.1036
C (4.4539, -3.0919, -1.4284)  -0.0616
C (-0.5925, 5.4306, -4.9763)  -0.2452
C (-1.2907, 0.1083, 0.8260)  -0.5898
C (5.8312, -2.6064, 5.6026)  -0.0707
C (-2.8761, -3.4920, -3.5949)  -0.1814
C (4.7123, -0.7647, 2.3251)  -0.0580
C (-3.1070, -5.9268, -3.3019)  -0.1226
C (1.6369, -1.8238, 7.1839)  -0.2778
C (-1.3634, 6.7115, -5.1900)  -0.0707
C (-1.1807, -0.5015, 2.2477)  -0.2591
C (3.4124, -1.5020, 2.5817)  -0.2593
C (0.6859, 7.9698, -2.0380)  -0.0771
C (-1.7288, -0.8775, -0.2379)  -0.1273
C (0.5349, -2.7809, 6.7773)  -0.0703
C (-2.6534, -2.5625, -2.4304)  -0.0809
C (5.4141, -1.3324, 6.2987)  -0.2448
C (-2.1241, -1.6928, 2.4708)  -0.0726
C (-2.6224, 3.2192, -2.4551)  -0.2835
C (0.3170, -2.3417, 0.0818)  -0.1080
C (3.6337, -1.7951, -1.3909)  -0.2573
C (-4.4436, 0.2609, -4.0782)  -0.1166
C (-0.9840, -1.9505, -0.5430)  -0.1082
C (-3.0568, -0.6518, -0.9252)  -0.2680
C (-3.6695, 3.2954, -1.3694)  -0.0559
C (-1.4555, -2.8892, -1.5875)  -0.2571
H (-0.3964, -2.5409, 7.2920)  0.0769
H (-1.5056, 0.2738, 2.9419)  0.1127
H (6.2924, -0.7052, 6.4528)  0.1200
H (-3.4273, 4.0735, -0.6468)  0.0807
H (5.0061, -1.5380, 7.2861)  0.1147
H (4.7996, -0.5162, 1.2673)  0.0684
H (4.7634, 0.1630, 2.8987)  0.0773
H (3.3571, -2.3821, 1.9462)  0.1108
H (-2.0205, -5.9051, -3.1817)  0.0666
H (1.3537, 7.1173, -2.1774)  0.0732
H (-1.7384, 2.7261, -2.0535)  0.0948
H (3.8859, -3.9724, -1.1380)  0.0700
H (-0.1551, -0.7514, 2.5083)  0.0752
H (5.0138, -3.3237, 5.5518)  0.0756
H (-3.7024, -0.0110, -4.8240)  0.0793
H (-2.3144, 6.7028, -4.6600)  0.0764
H (-1.5721, 6.8257, -6.2547)  0.0837
H (3.2642, -1.5545, -2.3924)  0.1143
H (-1.9008, -3.8822, -3.8900)  0.1147
H (6.1711, -2.4101, 4.5867)  0.0671
H (5.5670, -1.3728, 2.6227)  0.0705
H (-3.7261, 2.3376, -0.8503)  0.0520
H (-0.7962, 7.5771, -4.8506)  0.0690
H (-3.2958, -2.9710, -4.4528)  0.1046
H (0.2783, 5.4232, -5.6322)  0.1197
H (1.2143, 8.7236, -1.4541)  0.0796
H (6.6478, -3.0650, 6.1621)  0.0832
H (1.6809, -3.5801, -1.0340)  0.1193
H (1.2785, -0.7954, 7.1840)  0.1062
H (-3.4877, -6.5655, -2.5029)  0.0789
H (-3.0793, -1.5383, 1.9646)  0.0813
H (-2.3601, -1.7859, 3.5292)  0.0767
H (-2.9689, 2.6222, -3.2989)  0.0918
H (-3.9465, -4.4887, -2.1992)  0.0998
H (-5.3858, 0.6093, -4.4965)  0.0856
H (-4.0964, 1.0347, -3.3982)  0.0362
H (1.1660, -2.1810, -1.9236)  0.1296
H (-1.1891, 4.5618, -5.2471)  0.1141
H (4.3001, -0.9850, -1.0935)  0.1084
H (5.3749, -2.9885, -0.8585)  0.0679
H (0.3626, -2.7406, 5.7018)  0.0724
H (0.4684, 8.3729, -3.0271)  0.0683
H (0.8102, -3.8078, 7.0227)  0.0744
H (-3.3800, -6.4254, -4.2326)  0.0734
H (0.1440, -3.3058, 0.5687)  0.1351
H (1.9749, -2.0483, 8.1977)  0.1163
H (-0.3697, 7.0944, -0.3679)  0.1138
H (-1.2111, 8.4337, -1.1416)  0.1185
H (-2.0043, 0.9197, 0.9144)  0.0853
H (0.6475, -1.6556, 0.8510)  0.0609
H (4.7736, -3.2622, -2.4600)  0.0727
H (-4.6544, 3.5357, -1.7760)  0.0829
H (2.5562, -0.8669, 2.3416)  0.0946
H (-1.6703, -2.6091, 2.0969)  0.0685


[6]
Computed, not measured: a cluster of 2 separate species, C9H12N2O4 in total in a non-equilibrium geometry, with ωB97M-V with the def2-TZVPD basis set.

As for the spin multiplicity: 1. Its charge is 0. The value obtained for the HOMO energy is -8.77 eV. As for the SMILES: C/C(N)=[N+](/[O-])O.O=C(O)c1ccccc1. The calculation puts the LUMO energy at 0.48 eV.

Each line ends with the Löwdin charge.
Atoms and positions in Å:
O (-0.5607, 2.1026, -0.7851)  0.0801
O (-3.1001, 1.7726, -0.6686)  -0.1235
O (-3.5239, 0.7485, 1.4689)  0.0530
O (-0.6773, 1.2133, 1.2791)  0.0242
N (-3.1741, 0.6922, 0.1209)  -0.2230
N (-2.1704, -0.6409, -1.5864)  0.1807
C (3.4477, 0.8327, -1.0760)  -0.0754
C (-2.6281, -1.6105, 0.5909)  0.0155
C (4.0420, 0.3890, 0.0897)  -0.0625
C (2.0684, 0.9464, 1.4094)  0.0098
C (-0.0114, 1.5868, 0.2801)  -0.4615
C (1.4597, 1.2527, 0.1524)  -0.1208
C (2.1237, 1.2274, -1.0575)  -0.0305
C (-2.6714, -0.4143, -0.3762)  -0.3576
C (3.3099, 0.4227, 1.2553)  -0.0943
H (-1.5287, -1.6537, 0.8589)  0.1030
H (-2.7811, 1.1868, 1.8844)  0.0970
H (1.7584, 1.7422, -1.9347)  0.1192
H (-3.1386, -1.2001, 1.5034)  0.0907
H (3.6754, -0.0083, 2.0891)  0.0716
H (3.9468, 0.7332, -2.0074)  0.0963
H (5.0391, 0.0314, 0.0598)  0.0977
H (-1.6219, 2.0689, -0.7979)  0.0839
H (-2.9292, -2.5042, 0.0276)  0.0876
H (-2.1168, 0.2216, -2.1093)  0.1049
H (-1.2609, -1.0515, -1.5558)  0.1146
H (1.5335, 0.9068, 2.3433)  0.1192


[7]
Computed, not measured: a cluster of 2 separate species, C4H11NO2 in total in a non-equilibrium geometry, with ωB97M-V with the def2-TZVPD basis set.

As for the spin multiplicity: 1. Its charge is 0. The value obtained for the HOMO energy is -9.75 eV. As for the SMILES: CCNCC=O.O. The calculation puts the LUMO energy at 0.47 eV.

Each line ends with the Löwdin charge.
Atoms and positions in Å:
O (-0.7900, -1.6375, -1.2048)  -0.0220
O (-2.1266, -0.3550, -4.1999)  -0.0288
N (0.5109, 0.8047, 0.9720)  -0.0820
C (1.2203, 0.3280, 2.2502)  -0.2849
C (1.3199, 1.6052, 3.0528)  -0.1387
C (-0.4473, -1.2105, -0.0642)  -0.1293
C (0.4978, 0.0283, -0.3269)  -0.1665
H (1.3294, -0.3239, -0.8844)  0.1025
H (1.1378, 1.6365, 0.7066)  0.1184
H (-0.0662, 0.5706, -1.0031)  0.0808
H (2.1311, -0.3092, 2.2405)  0.1103
H (2.3069, 2.2044, 2.7704)  0.1105
H (0.5435, -0.4042, 2.7663)  0.1018
H (-0.9253, -1.3637, 0.8769)  0.1050
H (0.5486, 2.3473, 2.9001)  0.0643
H (-1.9376, -0.6060, -3.3139)  -0.0090
H (1.4838, 1.4869, 4.1068)  0.0524
H (-2.3391, 0.5618, -4.2046)  0.0152


[8]
Computed, not measured: the ion C4H12N4S2 with charge +2 in a non-equilibrium geometry, with ωB97M-V with the def2-TZVPD basis set.

As for the spin multiplicity: 1. Its charge is +2. The value obtained for the HOMO energy is -16.39 eV. As for the SMILES: C1CSN([C@@H]2CS[NH2+]N2)[NH2+]1. The calculation puts the LUMO energy at -7.61 eV.

Each line ends with the Löwdin charge.
Atoms and positions in Å:
S (-0.3414, -1.8614, 0.6915)  0.9585
S (3.3580, -0.9873, -0.2115)  0.9854
N (2.0045, 1.1021, 0.5424)  -0.0616
N (2.9677, 0.2591, 1.1432)  -0.1432
N (-0.0974, -0.1800, 0.8994)  -0.3836
N (-1.3153, 0.5745, 0.7828)  0.0109
C (-2.0830, -1.6590, -0.0343)  -0.3353
C (1.8741, -0.4881, -1.2190)  -0.4029
C (-2.1035, -0.1579, -0.2677)  -0.2005
C (1.0624, 0.5021, -0.3285)  -0.2712
H (-2.9296, -1.9008, 0.5724)  0.0771
H (1.2562, -1.4542, -1.4233)  0.0854
H (-3.1538, 0.3817, -0.3707)  0.1905
H (-1.2722, 1.5943, 0.5143)  0.2193
H (0.4186, 1.0830, -1.0255)  0.1509
H (-2.1130, -2.3192, -1.0256)  0.1511
H (2.4550, 1.8540, 0.0355)  0.1612
H (-1.6048, 0.1052, -1.2695)  0.1445
H (2.0864, 0.1825, -2.1518)  0.1402
H (2.6627, -0.2362, 2.0094)  0.1709
H (3.9531, 0.6248, 1.2819)  0.1828
H (-1.6883, 0.5730, 1.6984)  0.1696


Table of energy above the lowest of the compared OMol25 structures with the same formula, charge and spin (kcal/mol), in record order: 25.8 10.5 21.3 52.7 0.0 113.8 74.5 30.3